# 1
Computed, not measured: a gas-phase ion, C4H7N2O3P2 (charge -1) in a non-equilibrium geometry, with the ωB97M-V functional and the def2-TZVPD basis.

Results
Energy above the lowest of the compared OMol25 structures with the same formula, charge and spin   0.0 kJ/mol
M   193.059 g mol⁻¹
Kohn-Sham gap   7.03 eV
Energy   -1174.5644 Ha
F_max   4.59 eV Å⁻¹
Charge   -1

```
18
Properties=species:S:1:pos:R:3:mulliken_charge:R:1
C -0.6688 -0.5471 0.1192 -0.239
C -1.1203 -0.1727 1.3314 0.637
C -2.9257 -0.4418 0.0037 0.340
C 2.1118 -0.2106 -0.1535 -0.631
N -1.7943 -0.8192 -0.6838 -0.021
N 1.5590 1.0452 0.1990 -0.387
O -0.5217 0.2466 2.3638 -0.803
O -4.0287 -0.3212 -0.4563 -0.672
O -2.5309 0.0573 1.1722 -0.379
P 0.8018 1.9138 -1.0453 -0.027
P 0.9992 -1.6332 0.2257 -0.100
H 3.0609 -0.1952 0.4909 0.339
H 2.7550 -0.2137 -1.1796 0.318
H -1.8384 -1.0870 -1.6133 0.178
H 1.1808 0.9655 1.1923 0.397
H 1.7917 2.1778 -2.0080 -0.004
H 0.1930 0.8249 -1.6363 0.014
H 0.9754 -1.5894 1.6776 0.040
```

# 2
Computed, not measured: 2 unconnected molecules or ions with the total composition C4H7N2O3S in a non-equilibrium geometry, with the ωB97M-V functional and the def2-TZVPD basis.

Results
Energy above the lowest of the compared OMol25 structures with the same formula, charge and spin   355.0 kJ/mol
M   163.178 g mol⁻¹
Kohn-Sham gap (spin up / spin down)   6.22 / 6.41 eV
Energy   -889.9689 Ha
F_max   4.04 eV Å⁻¹
Charge   -1

```
17
Properties=species:S:1:pos:R:3:mulliken_charge:R:1
C -0.6243 -1.9351 -0.0537 0.438
C -1.2016 1.7277 0.2429 -0.653
C 0.1557 -0.7662 0.1050 0.476
C 2.7434 0.1741 0.1466 -0.826
N -2.1361 0.9515 -0.2733 -0.184
N -2.0265 0.3008 -1.3785 -0.507
O -0.3090 -2.9118 -0.7221 -0.664
O -1.6863 -1.9776 0.7199 -0.521
O -0.0886 0.1706 0.9273 -0.597
S 1.4627 -0.4488 -1.0567 -0.118
H -0.3023 1.8910 -0.3218 0.422
H -1.4854 2.2307 1.1469 0.334
H 3.6505 0.5884 -0.3569 0.334
H 2.6683 -0.5709 0.9419 0.265
H 2.3544 1.0559 0.6727 0.235
H -1.9792 -1.0955 1.1996 0.396
H -1.1959 0.6156 -1.9397 0.170
```

# 3
Computed, not measured: a gas-phase ion, C4H7N2O4 (charge -1) in a non-equilibrium geometry, with the ωB97M-V functional and the def2-TZVPD basis.

Results
Energy above the lowest of the compared OMol25 structures with the same formula, charge and spin   56.2 kJ/mol
M   147.110 g mol⁻¹
Kohn-Sham gap   7.98 eV
Energy   -567.0247 Ha
F_max   3.75 eV Å⁻¹
Charge   -1

```
17
Properties=species:S:1:pos:R:3:mulliken_charge:R:1
C -1.4865 -1.5798 -0.1969 0.581
C 1.1965 -0.8170 0.8396 -1.273
C 1.4363 1.0661 -0.7307 -1.019
C -0.7274 0.0096 -0.4524 -0.529
N 0.5854 0.2059 0.0490 0.232
N -1.7353 1.2201 0.2955 0.883
O -1.9556 -1.7708 0.8949 -0.624
O -2.6163 1.7162 -0.3987 -0.664
O -1.2031 -2.1890 -1.1894 -0.649
O -1.4984 1.4611 1.4524 -0.585
H 1.8563 -0.4407 1.6552 0.342
H 0.4764 -1.2441 1.4622 0.455
H 1.6707 -1.5980 0.3369 0.419
H 1.7565 0.5208 -1.6745 0.257
H 0.7695 1.9177 -0.8157 0.345
H 2.2970 1.3252 -0.0554 0.332
H -0.8220 0.1968 -1.4722 0.496
```

# 4
Computed, not measured: a gas-phase ion, C4H7N2O6S (charge -1) in a non-equilibrium geometry, with the ωB97M-V functional and the def2-TZVPD basis.

Results
Energy above the lowest of the compared OMol25 structures with the same formula, charge and spin   666.5 kJ/mol
M   211.175 g mol⁻¹
Kohn-Sham gap (spin up / spin down)   8.53 / 8.53 eV
Energy   -1115.6133 Ha
F_max   4.84 eV Å⁻¹
Charge   -1

```
20
Properties=species:S:1:pos:R:3:mulliken_charge:R:1
C 2.7785 -0.1389 0.3001 -1.250
C 1.3582 -0.5002 -0.2665 0.102
C 0.3738 0.7253 -0.1463 -1.147
C -1.0142 0.4462 0.3982 0.395
N -1.2278 0.0049 1.6562 -0.214
N -2.0183 1.3639 -0.1122 0.971
O -3.3003 -0.7301 -0.6803 -0.557
O -0.3364 -0.5501 2.3353 -0.443
O -1.7814 1.7086 -1.2036 -0.608
O -2.9810 1.5328 0.5217 -0.605
O -1.5925 -2.2742 0.0754 -0.584
O -1.1368 -0.9190 -1.8630 -0.582
S -1.9496 -1.1301 -0.6710 1.148
H 3.0565 0.9034 -0.1483 0.272
H 3.5440 -0.9317 0.1667 0.362
H 2.7497 0.0448 1.4013 0.278
H 1.0369 -1.4535 0.3403 0.183
H 1.4127 -0.7788 -1.4202 0.237
H 0.2435 1.1216 -1.1238 0.486
H 0.7844 1.5550 0.4401 0.555
```

# 5
Computed, not measured: a single C4H7N2OP molecule in a non-equilibrium geometry, with the ωB97M-V functional and the def2-TZVPD basis.

Results
Energy above the lowest of the compared OMol25 structures with the same formula, charge and spin   407.9 kJ/mol
M   130.087 g mol⁻¹
Kohn-Sham gap   7.41 eV
Energy   -682.5817 Ha
F_max   7.61 eV Å⁻¹

```
15
Properties=species:S:1:pos:R:3:mulliken_charge:R:1
C 0.9879 -1.0871 -0.9849 -0.145
C -0.8353 0.0420 -0.8462 0.479
C 0.5331 0.8061 0.2027 0.093
C -2.1983 0.3283 -0.4328 -1.020
N -0.2455 -0.9122 -1.3106 -0.509
N 1.4629 -0.0985 -0.1438 -0.041
O 0.7524 1.9129 0.9297 -0.485
P 3.0771 -0.1167 0.6261 -0.125
H 1.4458 -2.0094 -1.2626 0.420
H -2.7259 -0.3321 0.2689 0.245
H -2.0910 1.2949 0.0551 0.281
H -2.8421 0.3852 -1.3030 0.291
H -0.0074 2.0391 1.5001 0.355
H 3.7866 -1.0309 -0.2186 0.078
H 2.5276 -1.1150 1.4325 0.082
```

# 6
Computed, not measured: a gas-phase ion, C4H7N2OS (charge +1) in a non-equilibrium geometry, with the ωB97M-V functional and the def2-TZVPD basis.

Results
Energy above the lowest of the compared OMol25 structures with the same formula, charge and spin   122.9 kJ/mol
M   131.180 g mol⁻¹
Kohn-Sham gap   8.52 eV
Energy   -739.2572 Ha
F_max   3.62 eV Å⁻¹
Charge   +1

```
15
Properties=species:S:1:pos:R:3:mulliken_charge:R:1
C -1.4045 -0.4267 -0.9952 -0.491
C -1.5555 0.8104 -0.3516 0.120
C -0.5459 -1.4925 -0.7471 0.039
C 1.4214 -0.5667 0.2487 0.591
N 0.5437 -1.4215 0.0562 -0.453
N -0.7638 1.2333 0.6105 -0.252
O 2.1473 -0.4360 1.3517 -0.485
S 1.9922 0.5551 -0.9240 -0.118
H -2.3758 -0.6342 -1.5323 0.292
H -2.2142 1.6089 -0.6463 0.368
H -0.7141 -2.3554 -1.4518 0.347
H -0.3581 0.6102 1.2829 0.256
H -0.9091 2.1406 1.0078 0.247
H 1.9723 -0.8488 2.1672 0.348
H 2.7642 1.2234 -0.0767 0.192
```

# 7
Computed, not measured: 2 unconnected molecules or ions with the total composition C4H7N2OS2 in a non-equilibrium geometry, with the ωB97M-V functional and the def2-TZVPD basis.

Results
Energy above the lowest of the compared OMol25 structures with the same formula, charge and spin   80.6 kJ/mol
M   163.247 g mol⁻¹
Kohn-Sham gap   10.30 eV
Energy   -1137.4160 Ha
F_max   6.86 eV Å⁻¹
Charge   +1

```
16
Properties=species:S:1:pos:R:3:mulliken_charge:R:1
C 0.2679 -0.9151 0.2916 0.729
C -3.0088 1.0534 -0.3762 0.787
C 1.8668 0.2133 -1.2074 -0.879
C 0.8723 1.1760 1.0016 -1.073
N -0.3415 -1.9213 0.5407 -0.279
N 0.9870 0.0433 0.0413 -0.024
O -2.0040 0.3608 -0.1358 -0.593
S -4.3446 1.7729 -0.4072 -0.235
S -1.7003 -2.8189 0.1378 0.035
H 2.5638 0.8982 -0.8821 0.405
H 2.2310 -0.8046 -1.2712 0.406
H 1.2677 0.6329 -2.0273 0.290
H -0.0646 1.3112 1.5011 0.390
H 1.5063 0.9170 1.7349 0.414
H 1.0472 2.0438 0.4007 0.410
H -1.1462 -3.9628 0.6574 0.217
```

# 8
Computed, not measured: a gas-phase ion, C4H7N2S (charge +1) in a non-equilibrium geometry, with the ωB97M-V functional and the def2-TZVPD basis.

Results
Energy above the lowest of the compared OMol25 structures with the same formula, charge and spin   603.0 kJ/mol
M   115.181 g mol⁻¹
Kohn-Sham gap   8.05 eV
Energy   -663.8450 Ha
F_max   4.98 eV Å⁻¹
Charge   +1

```
14
Properties=species:S:1:pos:R:3:mulliken_charge:R:1
C 0.0583 -0.6006 1.0367 -0.190
C -0.6976 -1.1511 -2.5168 -0.331
C 0.1494 0.6557 -1.0156 0.028
C -0.2217 -0.1589 2.2230 -0.571
N 0.7604 0.2997 0.0553 0.106
N -0.7638 -0.0552 -1.6879 -0.037
S 2.1639 1.1847 0.5615 -0.001
H -0.1937 -1.6408 0.6460 0.285
H -1.8058 -1.2798 -2.9372 0.215
H 0.5164 1.6796 -1.5224 0.328
H -0.1975 0.8778 2.3753 0.361
H -0.7614 -0.7695 2.9373 0.284
H -1.4983 0.5963 -1.7525 0.266
H 2.4913 0.3622 1.5974 0.256
```

# 9
Computed, not measured: a single C4H7N3 molecule in a non-equilibrium geometry, with the ωB97M-V functional and the def2-TZVPD basis.

Results
Energy above the lowest of the compared OMol25 structures with the same formula, charge and spin   192.4 kJ/mol
M   97.121 g mol⁻¹
Kohn-Sham gap   9.55 eV
Energy   -320.8100 Ha
F_max   1.12 eV Å⁻¹

```
14
Properties=species:S:1:pos:R:3:mulliken_charge:R:1
C -2.3088 0.0940 -0.1363 -1.381
C -0.8956 -0.4564 0.0195 -0.234
N 0.0120 0.6918 0.0969 0.053
C 1.3234 0.8407 0.1646 -0.659
N 2.0766 -0.3109 0.1027 -0.022
C 3.4024 -0.0383 0.0614 0.413
N 4.5107 0.2971 0.0224 -0.410
H -2.3929 0.6699 -1.0648 0.367
H -2.5450 0.7628 0.7001 0.367
H -3.0580 -0.7002 -0.1545 0.368
H -0.6352 -1.0965 -0.8334 0.307
H -0.8146 -1.0579 0.9336 0.289
H -0.4628 1.5815 0.1411 0.268
H 1.7876 -1.2775 -0.0532 0.273
```

# 10
Computed, not measured: 2 unconnected molecules or ions with the total composition C4H7N3 in a non-equilibrium geometry, with the ωB97M-V functional and the def2-TZVPD basis.

Results
Energy above the lowest of the compared OMol25 structures with the same formula, charge and spin   180.4 kJ/mol
M   97.121 g mol⁻¹
Kohn-Sham gap   10.44 eV
Energy   -320.8146 Ha
F_max   2.47 eV Å⁻¹

```
14
Properties=species:S:1:pos:R:3:mulliken_charge:R:1
C 0.9350 -0.7798 -1.8090 -0.486
C 0.0167 0.1817 -1.9037 -0.673
N 0.7625 0.6155 0.9295 -0.603
C -0.3433 0.1052 1.3195 0.760
N -1.1757 -0.5143 0.4420 -0.409
C -0.6851 0.0869 2.7482 -0.018
N -0.7941 0.0801 3.9013 -0.364
H -0.6229 -0.8786 -0.4066 0.234
H 1.7448 -0.6770 -1.0884 0.285
H 0.9122 -1.6665 -2.4362 0.276
H -0.8517 0.1028 -2.5543 0.275
H 0.0619 1.0333 -1.2263 0.314
H 1.3147 0.9351 1.7127 0.208
H -2.0880 -0.7834 0.7986 0.201
```